Formula: C23H68F3N16O13S
Source: the OMol25 dataset
Level of theory: ωB97M-V/def2-TZVPD

## Properties
- E_tot: -94409.15152 eV
- HOMO: -6.90 eV
- Net charge: -1
- ΔE to the lowest compared entry with this formula, charge and spin: 0.0 kcal/mol

Cartesian coordinates (Å):
C1 -1.304021 0.845271 0.354838
F1 -1.719332 1.018958 1.614841
F2 -2.216445 0.121992 -0.273543
F3 -1.177930 2.036668 -0.235950
S1 0.363506 -0.009560 0.353529
O1 0.060084 -1.375184 -0.002319
O2 1.187647 0.669710 -0.630165
O3 0.915776 0.137360 1.693820
C2 3.152329 3.611914 0.582593
O4 3.927123 4.542203 0.789863
N1 2.095684 3.690635 -0.268012
N2 3.335505 2.388468 1.182153
H1 1.543577 2.865893 -0.436989
H2 2.018678 4.481243 -0.877068
H3 4.250404 2.067261 1.425370
H4 2.584627 1.734539 1.023453
C3 0.117423 -3.373599 -3.395345
O5 -0.196976 -3.503400 -4.568788
N3 1.118427 -4.092871 -2.768778
N4 -0.519735 -2.533883 -2.524217
H5 0.951750 -4.358117 -1.803037
H6 1.622839 -4.725586 -3.361644
H7 -1.253982 -1.952019 -2.873919
H8 -0.222463 -2.541795 -1.557875
C4 1.208538 2.565717 -4.036127
O6 2.423831 2.502627 -4.153769
N5 0.505655 2.077252 -2.976216
N6 0.446460 3.041796 -5.090079
H9 -0.492594 2.138807 -3.017417
H10 1.035977 1.582780 -2.264439
H11 1.020343 3.407248 -5.827851
H12 -0.542919 3.194181 -5.082723
C5 4.813887 -2.028639 2.689322
O7 4.285302 -2.986834 3.248135
N7 5.885150 -2.155793 1.841439
N8 4.268839 -0.775355 2.717148
H13 6.442464 -2.969591 1.683550
H14 6.099477 -1.293776 1.370844
H15 4.824080 0.036138 2.519372
H16 3.291842 -0.664900 2.918363
C6 1.960445 -4.426355 0.985827
O8 1.145130 -5.025868 0.285139
N9 1.857269 -3.110545 1.352831
N10 3.028834 -5.028627 1.587901
H17 1.269546 -2.426942 0.891466
H18 2.393162 -2.884744 2.175180
H19 3.667885 -4.469400 2.134410
H20 3.096611 -6.027152 1.549984
C7 1.513149 1.607904 5.084006
O9 1.659028 1.800866 6.278230
N11 1.504500 2.596650 4.133690
N12 1.358501 0.360535 4.526431
H21 1.543562 2.401542 3.150153
H22 1.524303 3.542669 4.464171
H23 1.151084 0.159789 3.556305
H24 1.498602 -0.451352 5.101297
C8 -0.606810 5.532936 -1.000354
C9 -0.783524 5.472398 -2.526105
C10 -2.022964 4.689434 -2.880569
O10 -3.200556 5.240418 -2.359048
C11 -4.323506 4.449876 -2.664809
N13 -0.827125 6.879413 -3.013945
H25 -1.512834 6.030790 -0.642519
H26 0.266582 6.111540 -0.709372
H27 -0.556138 4.538303 -0.562070
H28 0.140263 5.073742 -2.950958
H29 -1.892342 3.630097 -2.604257
H30 -2.078666 4.630176 -3.985300
H31 -4.704627 4.633739 -3.675184
H32 -5.072184 4.707735 -1.915200
H33 -4.170573 3.366729 -2.585934
H34 -1.443703 7.361277 -2.360954
H35 -1.343239 6.902302 -3.890575
C12 4.236479 -0.111311 -1.467832
C13 3.850847 -0.958283 -2.683852
C14 4.046736 -2.448959 -2.533803
O11 5.345207 -2.764707 -2.043357
C15 5.525056 -4.138548 -1.864487
N14 2.458845 -0.716046 -3.098355
H36 3.574041 -0.323211 -0.627259
H37 4.285155 0.948051 -1.716581
H38 5.252923 -0.379975 -1.150238
H39 4.451889 -0.615018 -3.536756
H40 3.841770 -2.943943 -3.485471
H41 3.333926 -2.788323 -1.767215
H42 5.724976 -4.391915 -0.822178
H43 6.337479 -4.541164 -2.486767
H44 4.673628 -4.720555 -2.238233
H45 1.905330 -1.153896 -2.360738
H46 2.261435 0.267656 -2.991222
C16 -1.932610 -0.847182 5.929450
C17 -2.157813 -0.489755 4.473297
C18 -3.236821 -1.374067 3.854012
O12 -2.838979 -2.729036 3.705448
C19 -2.004662 -2.921364 2.586502
N15 -2.545634 0.918732 4.373862
H47 -1.905517 -1.923454 6.094587
H48 -2.768563 -0.461163 6.522391
H49 -1.037945 -0.360538 6.321950
H50 -1.256305 -0.693566 3.886418
H51 -3.538228 -0.944946 2.886637
H52 -4.124551 -1.422114 4.489457
H53 -1.468986 -3.869732 2.670892
H54 -1.216248 -2.172050 2.482881
H55 -2.574840 -2.990442 1.652221
H56 -2.292821 1.253215 3.448686
H57 -1.947305 1.453531 4.998038
C20 -6.302767 -1.749639 -2.060382
C21 -5.183805 -2.011050 -1.083104
C22 -5.729525 -2.063265 0.332484
O13 -6.502433 -0.941459 0.723533
C23 -5.798282 0.303922 0.657592
N16 -4.494297 -3.263101 -1.407659
H58 -6.017616 -1.777773 -3.116307
H59 -6.766851 -0.766088 -1.950398
H60 -7.111526 -2.474139 -1.929204
H61 -4.489941 -1.154599 -1.100919
H62 -4.944217 -2.224376 1.084518
H63 -6.419836 -2.908219 0.408715
H64 -5.995078 0.784174 -0.301292
H65 -4.736281 0.063798 0.771865
H66 -6.107240 0.882294 1.525105
H67 -3.836137 -3.524349 -0.684926
H68 -4.012547 -3.109711 -2.284201

Forces on atoms 1 to 3 (eV/Å):
0.753 -0.214 0.411
0.041 0.154 -0.412
-0.111 0.080 -0.316



Formula: C31H27N7PbS3
Source: the OMol25 dataset
Level of theory: ωB97M-V/def2-TZVPD

## Properties
- E_tot: -80767.62603 eV
- HOMO (spin up / spin down): -7.89 / -7.87 eV
- Net charge: 0

Cartesian coordinates (Å):
Pb1 -0.879487 -1.362643 -0.862323
C1 1.320013 2.836257 2.124977
C2 1.746813 3.937857 1.205877
C3 2.626113 4.919957 1.645777
C4 3.007013 5.975057 0.838177
C5 2.509913 6.069657 -0.450123
C6 1.635313 5.106657 -0.914923
C7 1.254213 4.045457 -0.099223
N1 0.289313 3.142957 -0.605223
C8 0.368013 1.782457 -0.688323
N2 1.635113 1.301157 -0.665823
C9 2.196313 0.027857 -0.637523
C10 1.488413 -1.164643 -0.606423
C11 2.140913 -2.379443 -0.535223
C12 3.524813 -2.424643 -0.518123
C13 4.243813 -1.245543 -0.585723
C14 3.609413 -0.018043 -0.644723
C15 4.419013 1.245657 -0.737523
N3 -0.699687 1.078057 -0.890323
C16 -1.947387 1.736257 -0.762323
C17 -2.397787 2.132557 0.493677
C18 -3.677987 2.626357 0.650377
C19 -4.508187 2.737457 -0.451323
C20 -4.042787 2.389757 -1.708723
C21 -2.755587 1.905057 -1.889023
C22 -2.199887 1.583457 -3.242123
H1 1.478613 3.128457 3.158877
H2 1.884713 1.922157 1.943277
H3 0.267513 2.598657 1.993377
H4 3.000513 4.868757 2.655177
H5 3.675413 6.731757 1.218477
H6 2.792213 6.893957 -1.086123
H7 1.223813 5.174157 -1.912523
H8 -0.622087 3.528757 -0.814223
H9 2.324713 2.037257 -0.585523
H10 1.582413 -3.304043 -0.491923
H11 4.030313 -3.376543 -0.468823
H12 5.322313 -1.287243 -0.595423
H13 5.477413 1.004857 -0.764523
H14 4.257913 1.899057 0.121077
H15 4.183213 1.800957 -1.646023
H16 -1.750987 2.006457 1.350777
H17 -4.034587 2.893957 1.634177
H18 -5.520987 3.086257 -0.327823
H19 -4.697187 2.488657 -2.561723
H20 -2.950687 1.715257 -4.015623
H21 -1.837687 0.555757 -3.268323
H22 -1.349087 2.231357 -3.462523
S1 -3.574587 -0.917343 -0.134723
C23 -2.957887 -0.660443 1.446277
S2 -1.264387 -0.867043 1.719177
C24 -3.797087 -0.251143 2.469277
C25 -3.272187 0.155657 3.705077
N4 -2.840687 0.551257 4.693477
C26 -5.179387 -0.076143 2.297077
N5 -6.309687 0.103557 2.186477
C27 0.790313 -8.155243 1.420377
C28 -0.068387 -7.468743 0.409477
C29 -0.552787 -8.118443 -0.726723
C30 -1.236287 -7.329843 -1.640423
N6 -1.477587 -6.047443 -1.436923
C31 -1.053987 -5.534043 -0.284723
S3 -1.567587 -3.943143 0.166877
N7 -0.329687 -6.189343 0.617577
H23 0.767513 -9.230543 1.281877
H24 0.469713 -7.899443 2.424477
H25 1.812713 -7.802243 1.306877
H26 -0.386487 -9.172543 -0.884323
H27 -1.615087 -7.730943 -2.574423

Forces on atoms 1 to 3 (eV/Å):
0.631 0.737 1.017
0.004 -0.017 0.036
-0.075 -0.004 -0.091



- What is the formula in the second record?
  C31H27N7PbS3